{
  "formula": "C2H4N2",
  "method": "the ωB97M-V functional and the def2-TZVPD basis",
  "species": ["C", "C", "H", "H", "H", "H", "N", "N"],
  "coordinates": [[-1.53489, -0.03912, 0.04593], [1.59252, 0.01942, -0.16002], [-2.64930, 0.11846, -0.27421], [-1.47955, 0.29341, 0.92136], [1.37573, 1.19338, -0.45739], [2.63300, -0.26353, 0.23994], [-0.51140, -0.57754, -0.50015], [0.57389, -0.74448, 0.18455]],
  "smiles": "C=NN=C",
  "gap_ha": 0.3682,
  "homo_ev": -9.43,
  "charge": 0
}



{
  "formula": "C2H4N2",
  "method": "the ωB97M-V functional and the def2-TZVPD basis",
  "species": ["N", "C", "C", "N", "H", "H", "H", "H"],
  "coordinates": [[-1.08184, -0.44036, 0.15108], [-0.07727, 0.59778, -0.02242], [1.26000, 0.00971, -0.26207], [2.21406, -0.60860, -0.47687], [-0.86792, -1.21036, -0.47470], [-1.03822, -0.82493, 1.08943], [-0.07408, 1.23417, 0.86670], [-0.33474, 1.24257, -0.87114]],
  "smiles": "N#CCN",
  "gap_ha": 0.4141,
  "homo_ev": -10.42,
  "charge": 0
}



{
  "formula": "C2H4N2",
  "method": "the ωB97M-V functional and the def2-TZVPD basis",
  "species": ["C", "C", "N", "N", "H", "H", "H", "H"],
  "coordinates": [[-1.90862, 0.05694, 0.19538], [-1.01539, -0.95461, 0.28833], [-2.63150, 0.82597, -0.26498], [0.86398, 0.87559, -0.02989], [-0.51774, -1.31808, 1.14220], [-0.75989, -1.43560, -0.63921], [0.30352, 1.73608, 0.31814], [0.98070, 0.47350, 0.92744]],
  "gap_ha": [0.3295, 0.3578],
  "homo_ev": [-9.73, -11.12],
  "charge": 0
}